No. 1
{
  "formula": "C4H9NO2S2",
  "method": "the ωB97M-V functional and the def2-TZVPD basis",
  "species": ["C", "C", "C", "C", "N", "O", "O", "S", "S", "H", "H", "H", "H", "H", "H", "H", "H", "H"],
  "xyz": [[1.52802, 0.95464, 0.76038], [-2.53405, 0.01154, -0.13182], [-1.12613, -0.11703, 0.49553], [1.25274, -0.25147, -0.10608], [-0.13842, -0.18985, -0.55515], [2.08287, 0.93047, 1.80916], [0.96348, 2.06420, 0.24633], [2.28573, -0.09617, -1.67875], [1.61325, -1.87575, 0.68996], [-2.46068, 0.80646, -0.91675], [-2.81930, -0.75201, -0.77521], [-3.18187, 0.17316, 0.65855], [-1.18581, -0.91558, 1.23549], [-0.94338, 0.75934, 1.05267], [-0.23152, -0.94120, -1.20121], [0.58142, 1.81862, -0.54070], [1.49841, -0.97625, -2.26489], [2.81527, -1.40312, 1.22248]],
  "forces_ev_per_angstrom": [[-0.6021, 0.4618, 0.0700], [2.9956, 1.9260, -1.4343], [-1.8319, -1.0348, -0.8398], [-0.0664, -1.1253, -1.2695], [1.3816, 0.3143, 0.6591], [0.4990, 0.1267, 0.3381], [2.0769, 0.9262, 3.3548], [0.0299, 0.5310, 0.9033], [1.1017, 1.1720, 0.6426], [-0.4049, 0.2292, 1.1794], [-0.4983, -2.2647, -0.4753], [-1.7708, 0.5378, 1.0655], [0.5931, -0.5072, -0.1469], [0.2233, 1.1509, 0.6263], [-0.7712, -0.5958, -0.4320], [-1.7595, -0.7685, -3.3752], [-0.1142, -0.4245, -0.4589], [-1.0818, -0.6550, -0.4072]],
  "orbital_gap_ev": 9.6,
  "de_lowest_kcal_mol": 11.7,
  "e_tot_ev": -31548.8013,
  "spin_multiplicity": 1,
  "smiles": "CCNC(S)(S)C(=O)O"
}


No. 2
{
  "formula": "C4H9NO3",
  "method": "the ωB97M-V functional and the def2-TZVPD basis",
  "species": ["O", "C", "O", "C", "C", "C", "O", "N", "H", "H", "H", "H", "H", "H", "H", "H", "H"],
  "xyz": [[-2.32568, 0.29307, 0.74881], [-1.52008, 0.21171, -0.40999], [-1.52654, 0.99057, -1.41645], [-0.27702, -0.83077, -0.31640], [0.93204, 0.14388, -0.52932], [0.84476, 1.25934, 0.54538], [2.20239, -0.53040, -0.48753], [-0.33028, -1.57369, 0.91383], [-2.53119, -0.58036, -0.36101], [-0.35240, -1.38694, -1.25830], [0.77895, 0.56060, -1.52338], [0.52427, 0.80572, 1.48119], [0.12756, 2.04274, 0.28273], [1.78636, 1.79042, 0.74169], [2.45895, -0.66851, -1.40088], [-1.16316, -1.21901, 1.38853], [0.37107, -1.30838, 1.60109]],
  "forces_ev_per_angstrom": [[1.4408, 1.3483, 0.0029], [-1.6802, -1.7942, -0.9074], [0.2248, -0.0181, 1.2618], [0.0382, 2.9151, -0.4966], [-0.7378, 0.0438, 0.8609], [0.6021, -0.0054, -0.1542], [0.1170, 0.1225, 0.1797], [-0.1168, -0.3770, 0.6619], [-0.0330, -0.7535, -0.8540], [-0.0216, -0.5607, 0.4524], [-0.0023, 0.1672, 0.0805], [-0.0461, 0.1342, 0.1745], [-0.1087, -0.4450, -0.1495], [0.0893, -0.3992, -0.2365], [0.0432, -0.1253, 0.0303], [-0.3572, -0.1911, -0.2858], [0.5482, -0.0617, -0.6210]],
  "orbital_gap_ev": [5.6, 7.7],
  "de_lowest_kcal_mol": 59.1,
  "e_tot_ev": -11924.1699,
  "total_charge": -1,
  "spin_multiplicity": 2
}


No. 3
{
  "formula": "C4H9NO3",
  "method": "the ωB97M-V functional and the def2-TZVPD basis",
  "species": ["C", "N", "C", "C", "C", "O", "O", "H", "H", "H", "H", "H", "H", "H", "H", "H", "O"],
  "xyz": [[-0.79454, 1.38749, 0.62040], [-0.52054, 0.72288, -0.55738], [0.64037, -1.00062, -1.75983], [0.68395, -0.05543, -0.61307], [2.02975, 0.74887, -0.56781], [1.98470, 1.89553, -0.88766], [-1.92874, 1.88541, 0.75189], [-0.07600, 1.44293, 1.45663], [-1.09620, 0.79598, -1.45510], [0.56943, -0.41220, -2.64219], [-0.10703, -1.86898, -1.67454], [1.64065, -1.46162, -1.92454], [0.86069, -0.89942, 0.31157], [2.83691, 0.21430, -0.34396], [-1.81299, -1.61432, 3.61425], [-2.68830, -0.45542, 2.92479], [-2.22210, -1.32537, 2.74655]],
  "forces_ev_per_angstrom": [[-4.2369, 0.8434, -1.2962], [1.1010, -0.1981, 0.0505], [0.8621, -1.9620, -0.6848], [1.4320, -2.6931, 3.0478], [-6.1470, 1.3633, -1.9154], [0.9757, 1.0947, 0.1456], [2.2562, -0.4163, 0.3546], [0.2661, -0.4168, -0.6655], [0.8741, 0.1006, 2.3961], [-0.8385, 0.2947, -1.1924], [0.8994, 1.6684, -0.1751], [-0.5128, -0.0074, 0.4479], [-0.9943, 2.5220, -1.5907], [4.0144, -2.2399, 1.1398], [-0.8745, 0.7259, -1.4974], [0.9274, -1.5712, -0.1901], [-0.0043, 0.8916, 1.6254]],
  "orbital_gap_ev": 10.1,
  "de_lowest_kcal_mol": 62.7,
  "e_tot_ev": -11924.8238,
  "spin_multiplicity": 1,
  "smiles": "C[C@@H](C=O)NC=O.O"
}


No. 4
{
  "formula": "C4H9NO3",
  "method": "the ωB97M-V functional and the def2-TZVPD basis",
  "species": ["C", "C", "N", "C", "C", "O", "O", "O", "H", "H", "H", "H", "H", "H", "H", "H", "H"],
  "xyz": [[1.75077, -0.30652, 0.20073], [-1.78261, 0.87508, 0.56674], [1.43409, 0.85428, -0.37985], [-1.18608, -0.33310, -0.09489], [-1.63043, -0.90576, -1.20484], [0.53037, 0.88348, -1.31744], [2.08149, -1.33005, -0.60202], [2.47459, -0.28638, 1.36110], [2.16600, 0.40881, 1.95419], [2.38502, -2.07289, -0.06494], [1.42966, 1.66181, 0.25723], [-0.37301, -0.85111, 0.54815], [-1.97060, 1.64051, -0.18730], [-2.70806, 0.64185, 1.09907], [-1.09710, 1.30894, 1.29447], [-2.28891, -0.35425, -1.86335], [-1.21517, -1.83471, -1.56704]],
  "forces_ev_per_angstrom": [[2.7487, 1.3483, -0.5873], [0.2858, 0.2726, -0.4453], [-2.1465, -1.3270, 0.6522], [0.2081, -1.5064, 1.5285], [0.3078, 0.2308, 0.2551], [1.4643, 0.8998, -0.5577], [-0.8971, 0.0825, 0.5017], [-0.2175, -0.3127, -0.1896], [-0.1446, -0.1075, -0.0310], [-0.0599, 0.0378, 0.0660], [0.2077, -0.0570, -0.0695], [-1.4442, 0.5438, -1.1409], [-0.1874, 0.0399, 0.0577], [0.0600, -0.0436, -0.0925], [0.0801, 0.0396, 0.0681], [-0.3644, -0.1870, 0.0783], [0.0990, 0.0460, -0.0938]],
  "orbital_gap_ev": [7.7, 7.7],
  "de_lowest_kcal_mol": 129.6,
  "e_tot_ev": -11921.9203,
  "spin_multiplicity": 1,
  "smiles": "[O-][NH+]=C(O)O.C=CC"
}


No. 5
{
  "formula": "C4H9NO3",
  "method": "the ωB97M-V functional and the def2-TZVPD basis",
  "species": ["C", "C", "O", "O", "H", "H", "H", "H", "C", "C", "N", "O", "H", "H", "H", "H", "H"],
  "xyz": [[-1.54719, -0.86636, -0.75458], [-0.79673, -0.53640, 0.49456], [0.82533, -2.06145, -0.31374], [-1.16295, -0.67183, 1.61403], [1.56360, -2.48539, 0.14550], [-0.87094, -1.06722, -1.57836], [-2.13675, -1.75994, -0.55239], [-2.19100, -0.02748, -1.02044], [0.28739, 1.53354, -0.74764], [0.64367, 0.43943, 0.26421], [1.05508, 0.99511, 1.50576], [1.51165, -0.46159, -0.20490], [1.84002, 0.50093, 1.91019], [0.32107, 1.05917, 2.20085], [1.15831, 2.17444, -0.88074], [0.03648, 1.09669, -1.71000], [-0.53704, 2.13835, -0.37231]],
  "forces_ev_per_angstrom": [[0.0853, -0.4643, -0.0784], [1.0375, 2.2764, -0.0369], [1.0827, 2.3064, 0.3185], [-0.1286, -0.3866, 0.1156], [0.0623, 0.0657, 0.0816], [0.0125, 0.0562, -0.0140], [-0.1319, 0.0868, -0.0549], [-0.0621, -0.0144, 0.1219], [0.4502, -0.2889, -0.0841], [-3.0378, -0.9173, 0.4953], [0.4263, 0.3224, 0.5933], [0.5944, -2.8150, -1.2003], [-0.1084, -0.0946, -0.1051], [-0.1281, -0.2101, -0.1404], [-0.0278, 0.0660, 0.0301], [-0.1281, 0.0162, -0.0569], [0.0015, -0.0048, 0.0149]],
  "orbital_gap_ev": [7.8, 7.8],
  "de_lowest_kcal_mol": 119.3,
  "e_tot_ev": -11922.3669,
  "spin_multiplicity": 1
}


No. 6
{
  "formula": "C4H9NO3",
  "method": "the ωB97M-V functional and the def2-TZVPD basis",
  "species": ["C", "O", "C", "C", "C", "O", "O", "N", "H", "H", "H", "H", "H", "H", "H", "H", "H"],
  "xyz": [[-1.52637, 0.26787, -0.87322], [-2.51913, -0.17900, -0.26667], [-0.09812, -0.45551, -0.18701], [1.06253, -0.19857, -0.90252], [2.06054, 0.77070, -0.48856], [3.27383, 0.52290, -1.03441], [1.89994, 1.71367, 0.24397], [-0.10995, -0.01881, 1.18751], [-1.52710, 0.05608, -1.95844], [-1.26132, 1.33897, -0.85588], [-0.22824, -1.53904, -0.11443], [-2.70092, -1.17716, 2.37579], [1.38177, -0.86246, -1.69053], [4.00018, 0.52435, -0.39705], [0.41968, 0.83919, 1.31755], [-3.06518, -1.80090, 2.21022], [-1.06212, 0.19770, 1.43368]],
  "forces_ev_per_angstrom": [[-3.3362, 1.6131, -3.2510], [0.3640, 0.0441, 0.8840], [4.4121, -1.3803, 3.0960], [-0.3939, -0.3075, -0.0953], [0.4107, 0.9054, -0.0300], [0.3084, -1.0815, -0.5700], [-0.3392, 0.0575, 0.4695], [-0.4370, 0.7549, -0.7743], [0.6850, -0.8751, -0.0123], [0.3918, 0.0424, 1.1413], [-1.1702, 0.0977, -1.0938], [-0.0339, -0.0419, 0.0274], [-0.2680, -0.0125, -0.2351], [-0.2589, 0.5782, 0.0852], [0.0862, -0.1279, -0.0347], [0.0021, -0.0065, 0.0245], [-0.4228, -0.2605, 0.3686]],
  "orbital_gap_ev": 7.1,
  "de_lowest_kcal_mol": 132.6,
  "e_tot_ev": -11921.7935,
  "spin_multiplicity": 1
}


No. 7
{
  "formula": "C4H9NO3",
  "method": "the ωB97M-V functional and the def2-TZVPD basis",
  "species": ["C", "C", "C", "O", "N", "C", "O", "O", "H", "H", "H", "H", "H", "H", "H", "H", "H"],
  "xyz": [[-1.16732, 0.17623, -0.61661], [0.07546, 1.05428, -0.41418], [0.28816, 1.59875, 1.02624], [1.65837, 1.81377, 1.19175], [-0.83953, -1.22839, -0.99281], [-0.08697, -2.19663, -0.37448], [1.15748, -1.75381, -0.02567], [-0.44854, -3.33313, -0.27875], [-1.84433, 0.59915, -1.36695], [-1.83760, 0.15662, 0.25558], [0.91040, 0.40426, -0.64172], [0.17615, 1.86969, -1.14368], [-0.14968, 2.58974, 1.19906], [-0.19365, 0.83767, 1.66091], [2.26797, 1.10183, 1.41526], [-1.57103, -1.52959, -1.61731], [1.60467, -2.16043, 0.72335]],
  "forces_ev_per_angstrom": [[0.2155, 0.0356, 0.4043], [-0.1530, 0.3865, 0.0081], [-0.1902, -1.0863, -1.3185], [1.1460, 1.0226, 0.7390], [-0.5726, 1.4573, -0.7277], [-0.1709, 0.3081, -0.1843], [-0.1458, 1.1923, -0.0218], [0.1460, -0.7176, 0.2236], [0.4291, -0.3824, -0.3448], [0.4497, 0.0248, 0.2803], [0.2665, 0.0449, 0.2099], [-0.4007, -0.1356, 0.1471], [-0.2282, -0.4176, -0.0791], [0.4643, 0.3814, 0.5080], [-0.8912, -0.3851, -0.1377], [0.2265, -0.9733, 0.4196], [-0.5911, -0.7556, -0.1259]],
  "orbital_gap_ev": 10.2,
  "de_lowest_kcal_mol": 34.5,
  "e_tot_ev": -11926.0469,
  "spin_multiplicity": 1,
  "smiles": "O=C(O)NCCCO"
}